(1)
Computed, not measured: a structure of composition C27H19BrN2NaO6 at a distorted geometry, with the ωB97M-V functional and the def2-TZVPD basis.

Computed properties:
Electronic energy ... -4337.67662 hartree
Lowest unoccupied orbital energy (spin up / spin down) ... 2.4 / 1.8 eV
E_HOMO (spin up / spin down) ... -0.172 / -0.103 hartree
Molar mass ... 570.4 g mol⁻¹
Strongest force on any atom ... 1.43 eV/Å
Gap between HOMO and LUMO (spin up / spin down) ... 7.0532 / 4.6157 eV
Energy relative to the best compared isomer or geometry (same formula, charge and spin) ... 4.4 kcal per mole

The geometry in ORCA input format:
```
! wB97M-V def2-TZVPD RIJCOSX def2/J DEFGRID3
* xyz -1 1
Na -1.637 -0.854 -1.222
O -2.794 -1.313 3.043
C -2.565 -0.880 1.761
O -1.822 -1.539 1.019
C -3.211 0.333 1.405
C -4.022 1.121 2.279
C -4.517 2.307 1.834
C -4.215 2.755 0.512
C -3.433 1.918 -0.277
N -2.958 0.755 0.116
C -3.034 2.257 -1.694
O -3.143 3.557 -2.051
O -2.630 1.447 -2.479
H -2.271 -2.123 3.120
H -4.229 0.757 3.277
H -5.143 2.914 2.477
H -4.640 3.679 0.140
H -3.378 4.070 -1.266
Br 1.614 1.981 -2.366
C 1.497 0.367 -3.380
C 2.511 0.084 -4.279
C 2.370 -1.071 -5.035
C 1.240 -1.852 -4.873
C 0.297 -1.488 -3.921
N 0.442 -0.386 -3.164
C -0.967 -2.348 -3.730
O -1.306 -3.001 -4.721
O -1.485 -2.278 -2.589
H 3.358 0.745 -4.380
H 3.134 -1.343 -5.753
H 1.052 -2.735 -5.466
C 3.049 -4.323 2.883
C 2.865 -4.526 1.523
C 2.423 -3.487 0.715
C 2.159 -2.231 1.252
C 2.337 -2.038 2.622
C 2.777 -3.072 3.429
C 1.733 -1.129 0.353
C 1.507 0.092 0.735
C 1.302 1.390 1.125
C 0.019 1.846 1.536
C -0.175 3.163 1.887
C 0.882 4.074 1.853
C 2.153 3.642 1.463
C 2.374 2.330 1.108
H 3.398 -5.130 3.514
H 3.064 -5.498 1.088
H 2.268 -3.650 -0.345
H 2.121 -1.064 3.048
H 2.910 -2.906 4.492
H 1.633 -1.398 -0.701
H -0.797 1.141 1.547
H -1.165 3.486 2.188
H 0.720 5.111 2.118
H 2.974 4.348 1.433
H 3.354 1.993 0.798
*
```



(2)
Computed, not measured: a cluster of 2 separate species, C2H4IN in total at a distorted geometry, with the ωB97M-V functional and the def2-TZVPD basis.

Computed properties:
Electronic energy ... -430.87985 hartree
Lowest unoccupied orbital energy (spin up / spin down) ... -0.3 / -0.3 eV
E_HOMO (spin up / spin down) ... -0.338 / -0.301 hartree
Molar mass ... 169.0 g mol⁻¹
Strongest force on any atom ... 4.79 eV/Å
Gap between HOMO and LUMO (spin up / spin down) ... 8.9419 / 7.9055 eV
Energy relative to the best compared isomer or geometry (same formula, charge and spin) ... 96.2 kcal per mole

The geometry in ORCA input format:
```
! wB97M-V def2-TZVPD RIJCOSX def2/J DEFGRID3
* xyz 0 1
C 1.237 1.274 0.006
C -1.025 -1.432 -0.085
N 1.729 0.242 -0.318
I -2.063 0.209 0.007
H 1.746 2.062 0.543
H 0.137 1.571 0.146
H -1.214 -1.925 -1.033
H -0.547 -2.000 0.734
*
```



(3)
Computed, not measured: a cluster of 2 separate species, C14H14O4 in total at a distorted geometry, with the ωB97M-V functional and the def2-TZVPD basis.

Computed properties:
Electronic energy ... -842.53699 hartree
Lowest unoccupied orbital energy (spin up / spin down) ... -0.3 / -0.3 eV
E_HOMO (spin up / spin down) ... -0.345 / -0.345 hartree
Molar mass ... 246.3 g mol⁻¹
Strongest force on any atom ... 1.81 eV/Å
Gap between HOMO and LUMO (spin up / spin down) ... 9.0556 / 9.0550 eV
Energy relative to the best compared isomer or geometry (same formula, charge and spin) ... 213.1 kcal per mole

The geometry in ORCA input format:
```
! wB97M-V def2-TZVPD RIJCOSX def2/J DEFGRID3
* xyz 0 1
C -5.152 0.511 2.729
C -4.471 -0.705 2.883
C -3.111 -0.708 3.203
C -2.467 0.512 3.416
C -3.110 1.731 3.202
C -4.470 1.728 2.882
C -1.033 0.505 3.779
O -0.452 0.472 2.482
O 0.852 0.486 2.652
H -6.222 0.511 2.507
H -4.994 -1.655 2.763
H -2.529 -1.629 3.301
H -2.527 2.652 3.298
H -4.995 2.677 2.761
H -0.723 1.407 4.308
H -0.745 -0.389 4.332
C 2.290 0.297 -3.885
C 1.981 -0.545 -4.956
C 2.459 -1.863 -4.974
C 3.238 -2.347 -3.912
C 3.550 -1.510 -2.837
C 3.121 -0.184 -2.872
C 3.468 0.717 -1.750
O 2.357 0.482 -0.895
O 2.545 1.218 0.179
H 1.913 1.320 -3.809
H 1.373 -0.163 -5.778
H 2.240 -2.510 -5.827
H 3.611 -3.373 -3.920
H 4.125 -1.851 -1.970
H 4.394 0.437 -1.249
H 3.486 1.766 -2.046
*
```



(4)
Computed, not measured: a cluster of 3 separate species, C2H9NO4 in total at a distorted geometry, with the ωB97M-V functional and the def2-TZVPD basis.

Computed properties:
Electronic energy ... -437.30710 hartree
Lowest unoccupied orbital energy ... 0.2 eV
E_HOMO ... -0.383 hartree
Molar mass ... 111.1 g mol⁻¹
Strongest force on any atom ... 3.21 eV/Å
Gap between HOMO and LUMO ... 10.6158 eV
Energy relative to the best compared isomer or geometry (same formula, charge and spin) ... 25.3 kcal per mole
SMILES string ... CNC(=O)O.O.O

The geometry in ORCA input format:
```
! wB97M-V def2-TZVPD RIJCOSX def2/J DEFGRID3
* xyz 0 1
C -1.743 1.389 0.473
N -1.214 0.576 1.584
C -0.688 -0.644 1.235
O -0.738 -1.603 1.949
O 0.216 -0.554 0.170
H -1.820 0.836 -0.476
H -1.164 2.262 0.200
H -2.742 1.701 0.743
H -1.970 0.429 2.246
H 1.142 -0.600 0.412
O 0.826 0.092 -6.154
H 0.702 1.027 -5.989
H 0.435 -0.325 -5.381
O 2.804 -1.873 3.090
H 3.611 -1.443 3.399
H 2.344 -1.269 2.499
*
```